No. 1
A cluster of 13 separate species, C25H69F5N27O17S in total in a non-equilibrium geometry, computed with ωB97M-V/def2-TZVPD.

```
! RIJCOSX wB97M-V def2-TZVPD def2/J DEFGRID3
* xyz -1 1
H 1.384 -7.107 -6.882
H 2.042 1.450 1.907
H 2.827 7.882 -3.357
N -8.681 0.041 2.126
C -0.694 4.163 -0.168
N 1.179 -6.339 -6.269
C -7.980 -1.092 1.875
H -2.505 0.812 1.341
N 9.781 -1.804 2.885
O 8.613 0.066 3.386
H -8.242 -2.998 1.245
H -0.450 -0.183 4.479
H 1.754 -13.460 0.303
H 1.194 -9.534 1.006
H -0.036 -0.337 1.354
H -1.688 11.630 -2.756
H 5.280 -0.913 1.923
C 0.990 1.486 2.393
H 4.263 8.273 5.061
O -6.771 -1.164 2.024
C -0.907 -3.397 -2.224
O 0.043 -7.995 1.055
H 1.890 6.657 -2.564
O -0.022 5.220 0.146
H -4.603 -0.195 1.417
S 1.345 2.221 -0.735
H 5.439 8.821 3.912
N -1.234 1.677 -0.183
H -2.905 7.693 -0.196
H 5.439 -0.199 4.129
H -4.253 -1.203 -2.285
H 0.697 -7.026 -1.130
N -4.420 0.295 -0.721
H 7.524 -0.306 1.194
H -2.593 -0.530 -1.672
C 3.961 -1.500 3.430
C -2.488 1.719 0.613
N 4.628 -0.752 4.343
F -0.232 2.799 -2.951
O 0.037 -4.449 -5.782
O 1.696 0.733 -0.604
C 1.373 -11.476 0.457
H -2.314 -4.719 -2.830
N -3.082 8.441 0.453
N 2.426 7.506 -2.514
H 2.228 8.129 0.606
C -0.387 -6.950 0.574
O -2.684 9.492 2.421
H 4.277 -0.761 5.287
H -1.052 -4.821 -7.974
N 4.618 8.282 4.118
N -1.519 10.722 -3.148
N 0.176 -2.731 -2.687
H -0.191 -6.272 -8.374
H -1.629 -6.495 2.098
H -1.232 -3.456 3.183
H 3.986 7.067 1.231
N 2.086 7.646 -0.267
H -4.782 -7.865 -2.875
N -2.546 -9.349 -1.142
H -3.904 -9.309 -3.259
C 8.855 -0.851 2.617
O 2.945 6.902 3.473
C -3.697 -0.257 -1.909
H -1.589 -1.709 1.934
H 1.673 -6.267 -5.394
H -2.852 -1.383 3.233
C -1.720 -1.458 3.062
C 0.274 0.049 2.384
H 0.649 -2.119 -2.041
F 1.334 1.530 -4.827
H 1.199 1.733 3.510
H 9.995 -2.566 2.267
H 10.275 -1.731 3.760
C -0.206 2.657 0.250
H -2.278 10.233 -3.595
H -1.665 -5.323 0.819
N 1.863 -12.661 0.906
O 3.304 9.230 -1.337
O 0.820 -11.361 -0.629
H -8.160 0.841 2.448
H -1.181 -4.310 -4.081
F 2.060 3.474 -2.991
N 8.220 -0.996 1.429
N -1.300 -6.180 1.200
F 2.843 0.768 -3.300
O 2.976 -2.166 3.715
N 4.461 7.598 1.946
N 0.672 10.795 -2.503
H -2.329 -10.119 -1.748
H -0.326 -5.629 -1.037
H 1.070 -0.712 2.781
C 1.100 2.486 -2.591
H 8.404 -1.742 0.783
H -1.639 0.847 3.366
O -3.709 -7.468 -0.676
H -3.765 9.142 0.217
H -0.067 -2.468 3.787
C -0.960 -0.067 3.456
H 4.006 -1.995 1.469
H -9.722 -2.099 1.314
H 0.543 11.704 -2.099
O 2.551 2.971 -0.211
H -0.808 2.809 2.502
H 2.319 -12.777 1.792
H -5.543 -1.269 0.260
O -1.847 4.379 -0.933
H 0.525 -2.813 -3.626
N -1.503 -4.203 -3.134
N -0.366 -5.519 -7.733
C 0.268 -5.376 -6.545
C -3.464 -8.397 -1.431
H 1.996 -10.512 2.198
H 0.736 3.663 2.000
H -2.609 2.646 1.277
H -1.343 6.840 1.283
N -1.094 -2.632 3.798
O -4.444 2.645 -0.584
H 1.584 10.362 -2.457
H -3.751 0.493 -2.783
H -0.863 0.727 -0.311
H -3.729 -1.534 0.351
H -9.675 0.121 2.010
F 0.567 0.088 -3.224
N -8.728 -2.138 1.443
C 1.486 1.148 -3.443
H 5.279 8.125 1.699
N 4.474 -1.453 2.177
N -4.091 -8.554 -2.625
C 3.942 7.551 3.196
H 1.545 6.798 -0.274
H -2.057 -9.266 -0.263
C -2.451 8.571 1.645
C 0.106 2.703 1.825
H -1.053 7.660 2.785
N 0.016 -6.481 -0.628
C -3.839 1.580 -0.269
N -1.546 7.602 1.909
C -0.315 10.096 -3.116
O -1.315 -3.281 -1.074
C -4.544 -0.705 0.385
C 2.646 8.191 -1.370
N 1.545 -10.436 1.304
O -0.135 8.990 -3.600
*
```

Results of the Löwdin charge analysis, in e, for atoms 1 through 2: 0.0975, 0.1013

=====

No. 2
A cluster of 12 separate species, C39H107N7O12 in total in a non-equilibrium geometry, computed with ωB97M-V/def2-TZVPD.

ΔE to the lowest compared entry with this formula, charge and spin: 0.0 kcal/mol

```
! RIJCOSX wB97M-V def2-TZVPD def2/J DEFGRID3
* xyz 0 1
H -5.328 -1.554 -1.820
N -5.321 -4.179 -2.144
H 0.919 -3.464 2.727
C 2.433 0.740 6.211
H 3.532 -4.294 3.731
H 4.664 -1.380 2.576
C -4.564 -1.823 -2.544
H 2.791 -0.219 1.407
C 1.418 0.624 -4.372
H -3.530 -3.630 -3.093
H 1.426 4.652 3.682
H -3.616 2.053 1.614
C -2.420 -1.644 -6.286
H 2.203 2.119 -5.570
H -0.515 -1.775 5.628
C 1.847 0.079 1.828
H 2.743 0.275 5.285
H -2.366 -2.765 -1.186
O 1.833 2.763 7.215
C -1.913 -2.368 -5.062
H -5.782 4.335 -1.372
H 4.700 1.878 1.470
H 1.057 -3.351 -0.554
C 3.786 -3.235 2.164
H 0.101 3.946 4.578
H -1.483 -3.192 -7.414
H -3.855 -3.325 2.160
C -4.713 3.329 0.204
C 5.875 1.420 -1.703
H 1.104 3.087 1.668
H 0.610 -0.424 -6.057
H -2.184 -1.833 -4.144
O -0.516 -2.328 3.617
C 2.009 -0.689 -3.827
H 5.395 -4.200 1.082
H 1.296 2.426 5.312
H -0.381 5.976 -2.580
H -4.481 3.298 -1.988
C 1.555 4.249 -2.284
O -0.585 1.217 -0.975
H -2.290 0.771 -1.841
H -5.206 -1.088 1.071
C -0.799 5.021 -2.258
H -5.592 -4.246 -1.177
C -4.161 -3.243 -2.252
H -2.277 5.004 3.114
H -1.739 0.031 3.013
H 0.237 -2.056 1.427
H -3.193 1.875 -0.117
C 0.147 3.886 -2.704
O -3.945 -3.150 0.130
C -1.964 0.177 4.050
C 0.339 4.764 3.862
H -4.914 -1.697 -3.576
H -3.920 -2.785 -6.619
O -0.184 -3.452 -2.582
H -2.958 -4.593 1.273
O -3.864 -1.832 -6.462
H -0.311 5.160 1.842
H -3.093 -1.680 4.132
C -3.245 -3.512 1.255
H 1.861 5.195 -2.769
H 3.260 1.541 -4.446
H -0.516 -0.168 -4.674
H 1.735 -4.977 -0.629
C 4.581 -3.490 0.926
H 1.273 -1.325 -3.305
H -2.251 -3.384 -4.982
H 1.608 0.133 6.642
H 1.132 -3.232 4.434
H 0.038 -5.791 -3.537
C 0.589 -0.053 0.882
C 3.385 2.864 5.379
H 1.180 1.265 -3.509
H -0.231 0.326 1.503
H -3.234 4.530 -0.542
H 6.161 2.430 -2.025
H -0.812 -2.395 -4.997
H 3.959 -3.899 0.111
H -2.310 -0.553 -6.233
H 1.606 4.396 -1.175
O 3.518 1.894 -1.082
H -5.487 3.541 0.974
H -0.178 2.953 -2.270
O 0.148 3.729 -4.184
C 0.396 -3.405 3.657
H 5.588 0.862 -2.580
C -1.405 0.187 -1.544
C -1.212 -2.169 4.853
H -3.099 4.275 1.102
N 0.722 -5.556 -2.856
H -3.519 -0.609 0.953
C 4.557 -2.316 3.122
H -1.855 4.905 -2.587
N -3.742 4.389 0.304
H 1.244 0.107 -1.063
H 3.265 1.173 -1.681
C 4.775 1.473 -0.614
C 0.077 3.065 2.043
C 2.190 2.236 5.954
H -1.640 -3.175 5.186
H -2.166 -0.529 6.742
H 2.643 3.010 7.726
C 0.522 -4.399 -2.184
H 1.362 -6.261 -2.549
H -2.763 -4.487 -1.101
O -1.862 4.148 2.944
N 2.526 1.256 -5.106
H -0.480 2.781 1.109
H -3.676 -1.204 -2.370
N -2.865 -0.987 6.092
H 4.257 -1.200 -1.518
H -0.954 -0.243 -2.471
H -0.116 2.197 2.679
H -0.084 1.095 -5.796
C -3.186 -3.467 -1.045
H 6.838 1.096 -1.343
H 1.720 -0.504 2.732
C 5.195 2.234 0.560
H -0.774 5.087 -1.167
C -4.042 1.960 0.606
H -1.118 0.666 4.566
C 0.692 0.823 -0.416
H 3.210 3.947 5.374
C 0.293 0.236 -5.270
C -4.528 -0.254 1.294
H 4.771 0.450 -0.242
H 2.302 3.505 -2.493
C -2.321 -1.156 4.729
H 3.343 0.698 6.893
H 2.423 -1.337 -4.621
C -1.717 -2.162 -7.507
H -6.069 -3.657 -2.565
H 1.999 1.112 2.089
H -4.425 0.000 2.356
H 1.272 1.764 -0.250
C 3.506 -1.537 -2.262
H -2.895 0.778 4.129
H 0.119 5.769 4.280
H -0.712 3.949 -4.552
O -4.923 0.853 0.511
H -0.239 -1.710 -0.090
H 5.546 -2.733 3.289
H 3.376 2.676 4.284
H -2.266 -2.986 1.303
H 2.879 -2.721 1.895
N 1.302 -4.199 -1.088
H 2.613 -1.888 -1.743
H 4.417 2.675 5.742
H -2.330 -1.938 -8.372
H 4.950 3.305 0.435
H 4.085 -2.082 4.084
H 6.266 2.110 0.681
H -0.104 -4.361 3.915
H 4.931 -2.543 0.545
H -5.950 2.604 -1.385
H -3.707 -0.454 6.032
C -5.250 3.393 -1.225
H 3.989 -2.274 -2.860
H -1.744 -0.546 -0.850
N 0.410 -1.474 0.635
O 3.116 -0.382 -2.992
H -0.809 -1.565 -7.694
O 3.447 -4.454 2.785
C -0.408 4.392 2.589
*
```

Results of the Löwdin charge analysis, in e, for atoms 1 through 2: 0.0813, 0.0444

=====

No. 3
The molecule C3H5NOS in a non-equilibrium geometry, computed with ωB97M-V/def2-TZVPD.

ΔE to the lowest compared entry with this formula, charge and spin: 95.6 kcal/mol

```
! RIJCOSX wB97M-V def2-TZVPD def2/J DEFGRID3
* xyz 0 1
H -2.575 0.787 0.652
H 2.903 0.415 -0.505
C 2.015 0.258 0.167
H -2.330 0.182 -1.188
H -2.188 -0.949 0.263
S 0.629 1.397 -0.183
N 0.148 -1.094 0.054
H 2.097 -0.098 1.329
O 1.539 -1.040 -0.441
C -1.876 0.020 -0.116
C -0.362 0.124 -0.031
*
```

Results of the Löwdin charge analysis, in e, for atoms 1 through 2: 0.1416, 0.0987

=====

| no. | E_HOMO (eV) | LUMO (eV) |
| --- | --- | --- |
| 1 | -5.14 | 1.314 |
| 2 | -8.63 | 0.302 |
| 3 | -8.93 | 0.692 |